Entry 1:
{"formula": "C43H52BeN7O3", "method": "ωB97M-V/def2-TZVPD", "species": ["C", "C", "C", "C", "C", "O", "H", "C", "N", "H", "C", "H", "C", "C", "C", "H", "H", "H", "H", "H", "C", "C", "C", "C", "C", "H", "C", "H", "H", "C", "H", "H", "C", "C", "H", "H", "C", "C", "C", "H", "H", "N", "H", "H", "C", "C", "Be", "H", "H", "H", "H", "H", "H", "C", "H", "C", "H", "H", "C", "H", "N", "N", "H", "C", "H", "C", "C", "C", "H", "C", "N", "H", "H", "N", "H", "H", "C", "C", "H", "C", "H", "H", "O", "H", "C", "H", "H", "O", "H", "H", "H", "C", "H", "C", "C", "C", "H", "N", "C", "H", "H", "H", "H", "C", "H", "C"], "xyz": [[7.618242, 19.269635, 20.950464], [10.486184, 20.206574, 18.230801], [8.167674, 11.497437, 17.484849], [8.803333, 15.511794, 15.829995], [12.855625, 13.175261, 20.479547], [7.470536, 10.710130, 18.122169], [8.687673, 19.405345, 21.111703], [4.378336, 12.800516, 17.138999], [12.983886, 16.057279, 13.599961], [9.229094, 20.143264, 12.958693], [9.195952, 16.940980, 16.058426], [14.552795, 17.348093, 14.147663], [2.954852, 13.691910, 14.925648], [11.421773, 19.325472, 16.226728], [11.500513, 13.329262, 20.219031], [5.023875, 12.461973, 17.935908], [11.351225, 16.346814, 11.259710], [14.072149, 15.709663, 18.646626], [7.469545, 18.193025, 21.033464], [2.502379, 14.111275, 14.039189], [7.425351, 18.904663, 18.375397], [13.781075, 14.428794, 15.709907], [14.441492, 15.634569, 15.427524], [7.722185, 12.341856, 12.812153], [11.156259, 14.508081, 19.584572], [11.387715, 15.621936, 8.993686], [11.371467, 19.308540, 17.656815], [8.313560, 17.579218, 16.104426], [10.113368, 14.722885, 19.403885], [7.670991, 20.427263, 11.520068], [9.788614, 15.060854, 15.711771], [8.618907, 12.404578, 15.586645], [8.199942, 15.042655, 9.896098], [8.385492, 19.688523, 12.460752], [13.345477, 12.380980, 21.023194], [9.104159, 21.879636, 17.760902], [7.232620, 19.799776, 19.622666], [6.136242, 18.672751, 11.411542], [9.286075, 15.067996, 8.965382], [6.585250, 18.210363, 18.392124], [12.186771, 18.741702, 15.736449], [4.278228, 13.989148, 15.053589], [9.338230, 16.320686, 12.640901], [8.134878, 21.350361, 11.205288], [12.324426, 14.906449, 13.912379], [7.895691, 11.004752, 12.548667], [6.026188, 15.496196, 13.175118], [7.018750, 11.452516, 15.621983], [5.973577, 13.785398, 16.356914], [11.524846, 14.671857, 13.225322], [9.860954, 17.132448, 16.900573], [7.358036, 19.521482, 17.479244], [7.267385, 19.945629, 21.730229], [10.008892, 21.116028, 16.012970], [8.878433, 10.557575, 12.574310], [12.035944, 15.341521, 18.956174], [12.047701, 18.748378, 18.285566], [9.169577, 12.367065, 19.214561], [6.648387, 19.855712, 10.882577], [8.587778, 10.644787, 15.708043], [8.105352, 15.511644, 11.189857], [10.700474, 20.129407, 15.386999], [10.347915, 20.202061, 19.301902], [10.450635, 15.542567, 9.524697], [15.323912, 16.080463, 15.862161], [4.922175, 13.602686, 16.190800], [6.805760, 10.211665, 12.183589], [5.413742, 12.117415, 12.385121], [11.991072, 13.237268, 15.245223], [9.765276, 21.101268, 17.409505], [6.503214, 12.931718, 12.718768], [9.506225, 21.730878, 15.281061], [6.847132, 9.137876, 12.075468], [6.693035, 18.006843, 12.465648], [9.236550, 13.303087, 17.636916], [8.238107, 17.948254, 13.805324], [10.433083, 15.998530, 10.810133], [3.011258, 12.515931, 17.053911], [4.751032, 10.134119, 11.602828], [5.551392, 10.732286, 12.012731], [7.270318, 14.823012, 9.392163], [4.462275, 12.627263, 12.350893], [7.913290, 15.202703, 14.772223], [2.473159, 11.893161, 17.753212], [2.296297, 12.882476, 15.898257], [8.387421, 15.327957, 16.820611], [9.038508, 14.794922, 7.950219], [6.939567, 21.006091, 19.419264], [8.326454, 18.359499, 18.094485], [10.763466, 12.664257, 20.644397], [9.672029, 17.312860, 15.151141], [13.363207, 15.040734, 19.111748], [5.267031, 18.265309, 10.916698], [14.030606, 16.420085, 14.328010], [12.637464, 14.056214, 14.966091], [7.814903, 18.520844, 12.993262], [8.552091, 13.016191, 12.963587], [13.769799, 14.015429, 19.947288], [9.287312, 12.333070, 18.131469], [1.251053, 12.660191, 15.741845], [10.280984, 11.913318, 17.974850], [14.142123, 13.882899, 16.569000], [11.605947, 16.158396, 18.395613], [9.339029, 15.928840, 11.634481], [6.206128, 20.351384, 10.031037], [8.048212, 11.556396, 15.964790]], "forces_ev_per_a": [[0.3, 0.4, 0.5], [-0.8, 0.5, -0.6], [-0.3, -1.3, 0.8], [-0.9, 0.8, 0.2], [1.2, 1.0, -1.3], [0.8, 1.4, -0.6], [0.4, -0.1, -0.6], [-1.6, -0.1, 0.8], [-0.4, -0.5, -0.3], [0.3, -0.3, 0.0], [-0.4, 1.5, -1.8], [-0.1, 0.1, -0.4], [1.5, -0.8, 1.4], [0.1, 0.6, 0.4], [0.6, 0.6, 1.0], [-0.2, -0.1, 0.2], [0.1, 0.2, 0.0], [0.7, -0.4, 0.1], [-0.5, 0.2, 0.4], [-0.4, -0.3, 0.0], [-0.9, 0.5, -0.3], [0.0, 0.9, 0.3], [-0.3, 0.3, -1.6], [-1.0, 1.0, -1.0], [-1.9, -0.9, -0.5], [0.0, 0.0, -0.3], [-0.4, 1.2, -1.9], [-0.2, 0.0, 0.5], [-0.3, -0.1, 0.3], [3.4, 0.2, 0.7], [-0.1, -1.1, -0.2], [-0.5, 0.1, -0.3], [-0.9, 1.1, -0.5], [-1.1, 0.1, 1.5], [-0.5, -0.2, 0.3], [0.0, -0.2, 0.5], [1.2, 3.1, -2.4], [0.5, -0.5, 0.2], [-1.5, 0.2, 2.6], [0.0, -0.3, -0.2], [-0.2, -0.5, -0.2], [-0.3, 0.7, 0.5], [0.2, -0.2, 0.2], [-0.3, 0.2, -0.1], [0.6, 0.8, -0.2], [-0.2, -0.7, -0.1], [3.6, -0.9, 1.6], [0.1, 0.2, 0.0], [0.2, 0.7, -0.9], [-0.3, -0.1, 0.1], [-0.1, -0.3, 0.0], [-0.6, 0.3, 0.2], [-0.8, -0.6, 0.2], [-0.5, -2.4, 0.4], [0.1, 0.1, 0.2], [0.0, -0.1, 0.2], [0.0, -0.3, -0.3], [-0.3, 0.2, -0.2], [-2.1, -0.9, -0.3], [0.0, -0.1, -0.5], [2.2, -1.0, -1.7], [1.2, 0.1, 2.2], [-0.1, 0.2, 0.1], [0.5, -0.1, -1.3], [0.1, -0.8, 0.9], [0.3, -0.2, -1.6], [0.2, -0.5, 0.2], [2.0, -0.1, -0.5], [0.2, -0.2, -0.1], [1.0, 0.4, -1.2], [-2.0, -1.1, -0.1], [-0.2, 0.6, 0.5], [0.7, -0.1, -0.3], [-1.1, 0.0, -0.9], [0.3, 0.2, 0.4], [0.2, 0.1, 0.1], [0.9, -0.1, 1.6], [-0.5, -0.6, -1.4], [-0.2, 0.2, 0.3], [0.0, 3.0, 0.9], [-0.5, -0.4, 0.5], [-0.1, 0.0, 0.0], [-0.5, 0.1, -0.9], [0.3, 0.0, 0.4], [1.2, 1.5, -0.4], [-0.3, -1.3, 0.2], [0.5, -0.1, 0.0], [0.4, -3.3, 1.0], [0.3, -0.2, 1.4], [0.0, 0.0, 0.0], [0.6, 0.1, 0.0], [0.3, -1.1, 1.7], [-0.1, -0.4, 0.3], [-0.9, -1.6, 1.3], [1.1, 1.4, 0.2], [-0.1, 0.2, -0.9], [0.0, 0.0, 0.3], [-0.4, 1.1, -1.4], [-1.0, -0.5, -0.3], [0.0, -0.1, 0.2], [0.0, -0.2, -0.4], [-0.2, -0.4, 0.0], [0.5, 0.2, -0.2], [-2.3, 0.2, -0.3], [-0.3, -0.2, 0.0], [0.7, -0.1, 1.1]], "lowdin_charge": [-0.025, -0.084, -0.452, -0.446, -0.131, 0.044, 0.082, -0.055, 0.052, 0.094, -0.128, 0.103, -0.125, -0.146, -0.079, 0.110, 0.100, 0.096, 0.089, 0.097, -0.041, -0.065, -0.065, -0.159, -0.111, 0.117, -0.071, 0.063, 0.098, -0.069, 0.090, 0.063, -0.130, -0.015, 0.105, 0.100, -0.445, -0.116, -0.035, 0.084, 0.089, 0.029, 0.081, 0.121, -0.152, -0.057, 0.995, 0.079, 0.096, 0.080, 0.055, 0.071, 0.094, -0.127, 0.115, -0.084, 0.097, 0.071, -0.069, 0.094, 0.051, 0.050, 0.101, -0.071, 0.099, -0.149, -0.068, -0.087, 0.096, -0.055, 0.041, 0.095, 0.115, 0.026, 0.050, 0.069, -0.078, -0.035, 0.109, -0.040, 0.092, 0.081, -0.346, 0.111, -0.038, 0.086, 0.108, 0.024, 0.043, 0.099, 0.053, -0.137, 0.103, -0.157, -0.057, -0.128, 0.103, 0.060, -0.021, 0.102, 0.095, 0.095, 0.086, -0.141, 0.118, -0.026], "e_above_lowest_ev": 3.656, "orbital_gap_ev": 5.45, "charge": 1, "largest_force_ev_per_a": 4.1}

=====

Entry 2:
{"formula": "C43H52BiFN5O3S3", "method": "ωB97M-V/def2-TZVPD", "species": ["C", "H", "C", "H", "C", "C", "C", "O", "C", "C", "H", "H", "C", "H", "H", "C", "H", "C", "C", "H", "C", "N", "C", "C", "C", "H", "C", "H", "C", "H", "O", "H", "H", "H", "C", "H", "N", "H", "C", "H", "C", "O", "C", "H", "S", "C", "H", "H", "C", "S", "H", "C", "S", "H", "H", "H", "H", "C", "C", "H", "H", "H", "C", "C", "C", "N", "H", "C", "C", "C", "C", "H", "H", "H", "H", "C", "C", "C", "C", "H", "H", "H", "H", "C", "H", "C", "H", "F", "H", "C", "H", "H", "C", "H", "H", "H", "C", "H", "H", "H", "H", "C", "N", "H", "H", "Bi", "H", "N"], "xyz": [[1.848821, -3.804012, 2.428480], [3.914547, 0.874179, -2.670995], [-0.793597, -4.212443, 0.253491], [0.466369, 2.922641, 0.115354], [3.011725, 0.450517, 0.611027], [1.048251, -3.528158, -4.808994], [0.318007, -3.811003, -0.714569], [-3.039365, 3.019398, -3.601898], [2.069837, -0.117703, 2.663869], [-3.600371, -0.107804, -1.770363], [3.336523, 3.175822, 3.687572], [0.754676, -1.941042, 0.083914], [-2.138568, 3.191163, 0.315521], [0.651816, 2.568804, -1.620994], [1.810842, 1.269631, 5.770507], [-3.084314, 3.247949, 2.536270], [-3.326027, 1.338570, 3.482921], [-1.007463, -4.795729, -5.004366], [-0.963834, -2.626155, -3.904776], [1.224221, -4.356095, -0.405976], [-2.471303, 1.159286, 1.523277], [1.904748, 0.200545, 1.320581], [0.649540, 3.347308, -0.869259], [-2.971077, -2.043368, -3.182315], [-1.660986, -3.758733, -4.345484], [-2.729406, 4.986438, 1.337291], [1.985731, 0.518369, 5.009631], [0.782319, 2.136039, 2.386752], [-3.995407, -1.210954, -2.540321], [1.306660, 3.295728, 5.171934], [-1.717448, 2.867111, -5.671060], [0.914385, -1.600389, -3.838508], [6.360290, 1.200559, 0.839191], [-0.472649, -3.994735, 1.280148], [-5.345163, -1.506475, -2.727874], [0.820491, -3.566385, 2.709147], [-0.405434, 4.342738, -1.213334], [-5.630739, -2.358796, -3.334105], [2.420435, -1.430425, 3.074634], [-1.546631, -5.673030, -5.336505], [-4.604214, 0.686358, -1.225459], [-0.945690, 4.249469, -3.822086], [4.311356, 0.696266, 1.147195], [-2.426795, -3.584147, -1.020794], [-3.336881, -3.603159, -3.926062], [1.425413, 2.251952, 3.264368], [-3.493019, 3.808630, 3.367229], [0.884102, -5.467210, -5.726226], [2.360789, -0.757695, 5.400091], [-1.736339, 3.073053, -4.243444], [-0.429641, 4.440369, -2.290451], [-2.059848, 1.793638, 0.349750], [-0.638447, 1.433845, -3.478479], [2.348878, 4.080897, 2.529895], [4.424881, 0.637702, 2.223246], [-3.120467, -1.840359, 0.605316], [-7.370149, -0.939572, -2.322340], [1.823694, 0.848291, 3.670284], [-1.833666, 3.896991, -0.963849], [2.241088, -2.163806, 1.105413], [2.837098, -2.726154, 4.727018], [1.615722, 3.848665, -0.873653], [2.626785, -2.538089, 2.055746], [5.405348, 1.013704, 0.359307], [0.650816, 2.998777, 4.348573], [-2.173391, -2.194190, 0.522239], [-0.905524, -5.298445, 0.187186], [2.984454, 0.535251, -0.805503], [-5.949812, 0.401427, -1.421637], [2.646540, 3.074744, 2.845384], [-2.988846, 1.866255, 2.598770], [0.064228, -4.174282, -1.716899], [2.486382, -0.998227, 6.448911], [1.228409, -2.127067, -1.466575], [4.676628, -2.023189, 1.536721], [-0.128765, 5.633409, -0.560221], [4.105303, -2.889540, 1.858470], [-2.164194, -3.576601, 0.041098], [2.557345, -1.721815, 4.426483], [-0.127219, 5.482009, 0.518543], [6.158196, 1.348327, -1.638083], [2.311044, -4.321229, 3.272459], [0.845622, 5.996215, -0.879197], [0.351859, -4.670516, -5.222841], [1.826731, -4.502431, 1.588078], [-6.324534, -0.706710, -2.166739], [-4.339259, 1.558983, -0.642849], [1.799623, 0.268935, -1.439077], [-2.907177, -4.194552, 0.562518], [-2.645890, 3.905897, 1.400187], [-0.896530, 6.352577, -0.835990], [0.211501, 3.907458, 3.936181], [0.401874, -2.500515, -4.153930], [-1.735646, -2.139682, 1.435763], [4.533810, -3.258446, 2.795457], [-6.706338, 1.051614, -0.999586], [5.304503, 1.099624, -1.022661], [-0.155809, 2.388691, 4.755706], [-2.102543, 3.245069, -1.780568], [2.109047, -3.452165, -5.008955], [3.180358, 2.599827, 2.021556], [4.059019, 0.842578, -1.597380], [0.504458, -2.371136, -0.802323], [-2.404314, 0.079139, 1.602652], [4.217624, -3.670497, 1.101402], [-1.398124, 0.246920, -1.283229], [-2.435152, 4.798245, -1.071919], [-1.736748, -1.699699, -3.239995]], "forces_ev_per_a": [[0.0, 0.0, 0.0], [0.0, 0.0, 0.0], [0.0, 0.1, 0.0], [0.0, 0.0, 0.1], [0.1, 0.0, 0.1], [0.0, 0.0, 0.0], [0.0, 0.0, 0.0], [-0.1, 0.1, -0.1], [0.0, 0.0, 0.2], [0.0, 0.0, 0.1], [0.0, 0.0, 0.0], [-0.1, 0.1, -0.1], [0.0, -0.1, 0.1], [0.0, -0.1, -0.1], [0.0, 0.0, 0.0], [0.1, 0.0, 0.1], [0.0, 0.0, 0.0], [0.0, 0.0, 0.0], [0.0, -0.1, 0.0], [0.0, 0.0, -0.1], [0.1, 0.0, 0.0], [-0.1, -0.2, -0.2], [0.1, 0.1, 0.1], [-0.1, -0.2, -0.1], [0.0, 0.0, 0.0], [0.0, 0.0, 0.0], [-0.1, 0.0, 0.0], [0.0, 0.0, 0.0], [-0.1, 0.0, 0.0], [0.0, 0.0, 0.0], [0.0, 0.2, 0.1], [0.0, 0.0, 0.0], [0.0, 0.0, 0.0], [-0.1, -0.1, -0.2], [0.0, 0.0, 0.0], [0.1, 0.0, 0.1], [-0.1, 0.0, -0.5], [0.0, 0.0, 0.0], [0.0, 0.0, -0.1], [0.0, 0.0, 0.0], [0.0, 0.1, 0.0], [0.1, 0.3, 0.2], [0.0, -0.2, 0.0], [0.0, 0.0, 0.0], [0.0, 0.1, 0.1], [-0.1, 0.0, 0.0], [0.0, 0.0, 0.0], [0.0, 0.0, 0.0], [0.0, 0.0, 0.0], [-0.1, -0.6, -0.2], [0.0, -0.1, 0.5], [0.0, 0.1, 0.0], [-0.1, 0.0, 0.0], [0.0, 0.0, 0.0], [0.0, 0.0, 0.0], [0.0, -0.1, 0.0], [0.0, 0.0, 0.0], [0.1, 0.0, 0.0], [0.1, 0.1, 0.1], [0.2, 0.0, 0.1], [0.0, 0.0, 0.0], [0.0, 0.0, 0.0], [0.0, 0.0, 0.0], [0.0, 0.0, 0.0], [0.0, -0.1, 0.0], [-0.2, 0.2, 0.0], [0.0, 0.0, 0.1], [0.1, 0.0, 0.0], [0.0, 0.0, 0.0], [-0.1, 0.0, -0.2], [0.0, 0.0, 0.1], [0.0, 0.0, 0.0], [0.0, 0.0, 0.0], [0.0, 0.0, 0.1], [0.1, 0.1, 0.0], [0.0, 0.0, 0.0], [-0.1, 0.0, 0.0], [0.2, 0.0, 0.0], [0.1, 0.0, 0.0], [0.0, 0.0, 0.0], [0.0, 0.0, 0.0], [0.0, 0.0, 0.0], [0.0, 0.0, 0.0], [0.0, 0.0, 0.0], [0.0, 0.0, 0.1], [0.0, 0.0, 0.0], [0.0, 0.0, 0.0], [-0.2, 0.0, 0.0], [0.0, 0.0, 0.0], [0.1, 0.0, 0.0], [0.0, 0.0, 0.0], [0.0, 0.1, 0.0], [0.0, 0.0, 0.0], [0.0, 0.0, 0.0], [0.0, 0.0, 0.0], [0.0, 0.0, 0.0], [0.0, 0.0, 0.0], [-0.1, 0.0, 0.0], [0.0, 0.0, -0.2], [0.0, 0.0, 0.0], [-0.1, 0.1, 0.1], [0.0, 0.0, 0.0], [-0.1, -0.1, -0.1], [0.0, 0.0, 0.0], [0.0, 0.0, 0.0], [0.3, -0.2, 0.0], [0.0, 0.0, -0.1], [0.0, 0.0, 0.0]], "lowdin_charge": [-0.080, 0.109, -0.192, 0.086, -0.289, -0.079, -0.274, -0.414, -0.214, -0.280, 0.084, 0.034, -0.263, 0.000, 0.094, -0.094, 0.100, -0.098, -0.312, 0.091, -0.145, 0.076, -0.022, -0.536, -0.472, 0.108, -0.061, 0.109, -0.262, 0.069, -0.389, 0.111, 0.091, 0.075, -0.064, 0.071, -0.175, 0.083, -0.140, 0.102, -0.111, -0.429, -0.076, 0.086, 1.084, -0.376, 0.098, 0.098, -0.105, 0.129, 0.112, -0.313, 0.254, 0.070, 0.108, 0.060, 0.099, -0.142, -0.116, 0.093, 0.100, 0.105, -0.366, -0.133, -0.092, -0.029, 0.111, -0.230, -0.077, -0.056, -0.089, 0.100, 0.088, 0.054, 0.065, -0.013, -0.051, -0.262, -0.064, 0.099, 0.079, 0.071, 0.099, -0.096, 0.060, -0.087, 0.087, -0.061, 0.105, -0.051, 0.099, 0.066, -0.018, 0.070, 0.076, 0.101, -0.144, 0.076, 0.042, 0.103, 0.052, -0.054, -0.007, 0.065, 0.075, 1.517, 0.136, 0.021], "orbital_gap_ev": 5.77, "charge": -1, "largest_force_ev_per_a": 0.7}

=====

Q: Which formula does entry 2 have?
A: C43H52BiFN5O3S3